A 27-piece molecular cluster, C76H217N11O38 overall in a non-equilibrium geometry. Source: the OMol25 dataset; level of theory: ωB97M-V with the def2-TZVPD basis set.

XYZ file:
```
342
Properties=species:S:1:pos:R:3:forces:R:3:mulliken_charge:R:1
C 1.56912 2.73187 7.59051 -1.3 0.2 1.0 -0.62
O 2.74451 3.39974 7.32782 2.3 -0.7 -1.0 -0.39
C 3.91211 2.52599 7.23586 -1.0 1.3 -0.5 -0.36
C 4.90792 3.14860 6.25427 0.5 -0.6 -1.3 -1.12
N 4.57459 2.97245 4.77792 -1.0 1.0 1.0 0.69
C 5.65280 3.26049 3.83828 0.5 -1.6 -0.4 -1.48
C 5.39256 2.78676 2.34818 -0.2 0.8 1.4 -0.21
O 5.16217 1.39099 2.33705 0.3 1.0 0.7 0.02
C 4.72938 0.98282 1.08190 -0.2 -1.8 -0.2 -0.18
H 0.84631 3.54382 7.67041 -0.4 -0.3 0.1 0.31
H 1.62742 2.19707 8.53851 -0.1 0.0 0.4 0.44
H 1.17595 1.99654 6.88851 0.5 0.1 -0.7 0.04
H 3.59826 1.52455 6.94139 0.0 -0.1 -0.3 0.19
H 4.33463 2.42823 8.23587 0.3 0.1 0.0 0.46
H 5.90476 2.73321 6.40212 0.2 -0.6 0.3 0.47
H 5.09426 4.19583 6.49236 -0.6 0.2 -0.2 0.38
H 4.19600 2.05418 4.59479 0.1 -0.2 0.1 -0.39
H 6.47341 2.62111 4.16370 0.8 0.1 -0.1 0.49
H 5.99956 4.28993 3.92831 -0.3 0.1 -0.3 0.38
H 6.23037 3.02116 1.69149 0.5 0.1 0.2 0.40
H 4.54224 3.29917 1.89820 -0.4 0.1 0.2 0.13
H 3.80688 1.46786 0.76279 0.0 0.2 -0.1 0.03
H 4.55875 -0.08481 1.22033 -0.5 -0.2 -0.1 -0.21
H 5.49333 0.97592 0.30445 0.2 0.8 -0.1 0.31
C -4.61335 10.57016 -1.65339 0.1 -0.3 -1.2 -0.73
O -3.38731 10.19451 -1.09384 1.4 -0.7 0.7 -0.38
C -2.57276 9.25021 -1.85433 -1.1 -0.5 0.2 -0.57
C -2.85217 7.79360 -1.40672 -1.2 0.9 0.0 0.07
N -2.42989 6.80630 -2.34719 0.9 0.7 -0.7 -0.13
C -0.97822 6.68007 -2.47565 -0.5 -1.4 -0.8 0.05
C -0.65006 5.62617 -3.56187 -0.3 1.5 0.3 1.70
O -0.79352 6.36457 -4.82240 0.5 -2.2 0.9 -0.56
C -0.40211 5.54368 -5.92939 -0.2 0.9 0.7 -0.45
H -5.30692 9.77015 -1.91231 0.1 -0.7 0.3 0.30
H -4.39152 11.01871 -2.62173 -0.3 0.6 -0.1 0.31
H -5.19190 11.22332 -1.00011 0.6 0.2 0.1 0.26
H -1.49474 9.36754 -1.74374 -0.1 1.0 0.6 0.14
H -2.74384 9.40883 -2.91907 -0.3 -0.3 -0.2 0.35
H -3.92933 7.65602 -1.31241 -0.3 0.2 0.0 0.56
H -2.45831 7.65536 -0.39982 0.3 0.2 0.1 -0.31
H -2.93086 5.95211 -2.14849 0.7 0.1 0.0 0.52
H -0.48893 6.42522 -1.53557 0.2 -0.1 0.2 -0.40
H -0.52371 7.59277 -2.86099 -0.1 0.2 0.2 0.56
H -1.26262 4.72946 -3.46821 -1.0 0.2 -0.5 -0.81
H 0.30501 5.14065 -3.36133 0.9 0.8 -0.5 -0.85
H -0.84054 6.02554 -6.80328 0.1 -0.3 -0.1 0.42
H -0.75427 4.52049 -5.79836 -0.2 -0.1 -0.2 0.16
H 0.68562 5.52567 -5.99739 0.2 0.0 -0.2 0.04
C -3.79691 3.89988 -2.95881 -0.8 0.8 -0.7 -0.90
O -3.74200 4.57298 -1.69429 0.0 -0.9 -1.5 -0.52
C -3.58367 3.62101 -0.70615 -0.6 -0.6 2.7 0.14
C -3.47091 4.33689 0.66957 0.7 -0.7 -1.6 -1.28
N -2.12802 4.91625 0.74750 -0.5 -1.9 -0.5 1.44
C -1.97265 5.74200 1.87864 1.3 2.3 -0.2 -0.99
C -0.52935 6.40837 1.78192 -0.9 0.8 0.5 -0.54
O -0.52527 7.34187 0.69857 0.0 0.0 -0.5 -0.12
C 0.68296 8.08166 0.40853 -0.4 -1.5 0.9 -0.72
H -2.92032 3.30545 -3.21636 0.1 -0.3 0.5 0.02
H -3.88133 4.62700 -3.76644 0.1 0.4 0.3 0.44
H -4.71731 3.32030 -3.02991 0.1 -0.4 0.2 0.37
H -2.74739 2.94072 -0.86721 0.5 0.2 -0.1 -0.23
H -4.45174 2.96408 -0.65155 -0.4 -0.1 -0.2 0.26
H -3.59669 3.65706 1.51225 0.0 -0.3 -0.2 0.29
H -4.31109 5.03021 0.70833 0.1 0.6 0.1 0.52
H -1.83648 5.34503 -0.11924 -0.2 0.4 0.0 -0.99
H -2.20902 5.23102 2.81199 0.7 -0.4 0.1 0.44
H -2.75717 6.49407 1.79495 0.2 0.9 0.4 0.47
H 0.23601 5.63808 1.68712 0.1 -0.2 -0.2 0.22
H -0.26737 7.02528 2.64151 -0.2 -0.4 0.6 0.34
H 1.46163 7.38941 0.08825 0.0 -0.1 -0.7 0.13
H 1.13967 8.49152 1.30939 -0.4 0.5 0.3 0.43
H 0.43372 8.83585 -0.33791 0.1 -0.2 0.2 0.23
C -0.51290 -8.39548 -1.01856 1.2 -0.5 0.0 -0.40
O -0.89782 -7.85546 -2.24380 -1.4 0.0 -0.6 0.01
C -1.68412 -8.78962 -3.03373 -0.2 1.7 -0.6 -0.84
C -2.91248 -9.47281 -2.47090 0.0 -0.6 0.2 -0.55
N -4.16014 -8.70209 -2.33599 0.2 1.2 0.2 -0.36
C -3.97291 -7.46040 -1.53197 0.5 -0.5 -0.7 -0.32
C -5.22179 -6.57542 -1.37397 0.0 0.0 -1.6 0.01
O -5.62615 -6.07348 -2.68406 1.1 -0.9 -0.3 -0.29
C -6.96802 -5.67458 -2.83037 0.2 0.7 1.8 -0.53
H 0.04756 -9.30042 -1.25324 -0.1 -0.6 0.4 0.42
H -1.32315 -8.59766 -0.31805 -0.1 0.0 0.0 0.18
H 0.23168 -7.75217 -0.54968 -0.3 0.3 0.0 -0.13
H -0.99829 -9.48379 -3.51938 0.0 -0.4 0.4 0.53
H -2.11773 -8.20375 -3.84418 0.3 0.4 -0.2 0.19
H -2.63312 -10.01000 -1.56455 -0.1 -0.2 0.3 0.35
H -3.12872 -10.20159 -3.25207 0.0 -0.4 0.2 0.42
H -4.78867 -9.24674 -1.76291 -0.2 -0.5 -0.3 0.32
H -3.13174 -6.93453 -1.98362 -0.3 0.4 -0.1 0.01
H -3.56313 -7.83010 -0.59202 -0.3 0.7 0.8 0.22
H -5.00777 -5.69642 -0.76598 0.1 -0.1 0.4 -0.27
H -6.02112 -7.16089 -0.91967 -0.3 0.0 0.0 0.73
H -7.64491 -6.50980 -2.65059 -0.2 0.0 -0.3 0.41
H -7.19625 -5.09870 -3.72724 0.5 -0.8 -0.5 0.04
H -7.11841 -4.91820 -2.06006 -0.7 0.0 0.4 0.12
C 7.81393 -2.72873 2.20424 0.7 -0.4 -2.2 -0.88
O 6.87172 -2.90669 1.08974 -0.1 1.2 1.3 -0.32
C 7.34950 -2.84288 -0.25408 -0.5 -0.2 -0.2 -0.98
C 6.28760 -2.18486 -1.16662 1.3 1.5 0.6 -0.67
N 5.00440 -2.79071 -1.21286 0.7 -1.1 -0.7 0.71
C 5.13093 -4.12465 -1.81538 -1.8 -1.0 0.2 -1.08
C 3.73196 -4.64022 -2.14238 0.2 -1.2 0.7 -0.54
O 3.01446 -4.87938 -0.90875 0.2 0.0 -0.7 0.52
C 1.68187 -5.28013 -1.12859 -1.3 1.0 -0.7 -0.41
H 8.62462 -3.41382 1.95621 0.2 -0.2 0.5 0.43
H 7.40454 -2.97039 3.18511 -0.5 0.0 -0.5 0.09
H 8.25419 -1.73196 2.17717 -0.3 0.2 0.1 0.34
H 7.51729 -3.88628 -0.52103 0.3 0.0 -0.4 0.42
H 8.26470 -2.27294 -0.41433 0.2 0.0 0.5 0.48
H 6.69507 -2.02908 -2.16552 0.1 -0.4 -0.2 0.51
H 6.10934 -1.15892 -0.84449 0.3 0.2 0.4 -0.02
H 4.73477 -2.85468 -0.24162 -0.7 -0.5 0.2 -0.38
H 5.64229 -4.86472 -1.19982 -0.2 0.0 0.6 0.35
H 5.69886 -4.23425 -2.73925 0.1 1.2 -0.3 0.42
H 3.82096 -5.59475 -2.66110 0.1 -0.3 -0.1 0.51
H 3.18640 -4.00473 -2.83995 -0.2 0.5 0.4 0.08
H 1.43033 -6.19092 -1.67200 1.1 -0.5 -0.1 0.82
H 1.22365 -4.50525 -1.74316 -0.4 0.3 -0.1 -0.37
H 1.08262 -5.34348 -0.22030 0.6 0.2 0.4 -0.34
C -4.52421 -7.46599 6.96341 -0.5 0.2 0.4 -0.85
O -4.27645 -7.01540 5.66722 -0.6 0.3 0.0 -0.15
C -3.96814 -8.10821 4.81457 0.0 2.3 -1.5 -0.93
C -3.79170 -7.37394 3.40557 1.0 -0.4 1.6 -0.22
N -2.48347 -6.74634 3.39829 1.4 -0.5 -0.6 -0.50
C -2.23030 -5.78583 2.30840 -0.2 -0.2 1.4 0.16
C -0.76761 -5.28147 2.36340 -1.0 0.1 -0.6 0.24
O -0.45849 -4.80798 3.66192 0.2 0.0 0.0 -0.34
C 0.88262 -4.35006 3.76297 0.2 -0.1 -0.4 -0.95
H -4.94026 -6.68433 7.59903 0.1 0.4 -0.3 0.22
H -3.60109 -7.78741 7.44573 0.0 -0.5 0.1 0.31
H -5.30449 -8.22452 6.90095 0.2 -0.5 0.4 0.34
H -4.77295 -8.83748 4.72223 -0.2 -0.1 0.4 0.53
H -3.06470 -8.52170 5.26283 0.3 -0.6 -0.8 0.40
H -4.48308 -6.53516 3.32466 -1.1 -0.5 0.1 0.15
H -3.92412 -8.10298 2.60615 0.2 0.1 -0.2 0.26
H -2.37055 -6.21492 4.24972 0.0 -0.1 0.3 0.33
H -2.94079 -4.97825 2.48481 0.0 0.7 -0.5 0.12
H -2.48811 -6.27294 1.36800 0.3 0.1 -0.2 -0.20
H -0.61824 -4.46710 1.65446 -0.3 0.5 -0.2 -0.47
H -0.13449 -6.06460 1.94630 0.5 -0.5 0.8 0.41
H 1.12824 -3.55555 3.05833 -0.3 0.0 -0.6 0.22
H 1.55205 -5.19026 3.57854 0.3 0.0 0.1 0.52
H 1.11439 -3.86932 4.71338 -0.6 -0.5 0.4 0.33
C 3.85519 7.62824 -2.73522 -0.3 -0.2 -0.9 -0.76
O 3.06182 6.53145 -3.22607 -0.8 0.3 1.8 -0.08
C 3.62749 5.82232 -4.28690 0.5 0.7 -0.5 -1.24
C 3.08996 4.43492 -4.43528 0.4 -0.9 -0.1 2.48
N 3.58309 3.82332 -5.70440 -0.3 -0.5 0.3 -0.34
C 3.12978 2.42671 -5.97652 1.3 0.0 1.7 -0.08
C 1.69880 2.37955 -6.37459 -0.5 -0.7 0.2 0.30
O 1.24415 1.05223 -6.75518 0.2 1.5 0.4 -0.11
C -0.11174 1.08872 -7.14838 -0.6 -0.7 -0.4 -0.82
H 4.12702 8.24647 -3.59079 0.5 0.0 -0.1 0.35
H 4.72596 7.28575 -2.17616 0.2 0.0 -0.2 0.20
H 3.28895 8.32591 -2.11818 -0.5 -0.6 0.2 0.18
H 4.69474 5.71541 -4.09285 0.3 0.3 -0.6 0.39
H 3.35290 6.37495 -5.18540 0.7 0.2 -0.5 0.62
H 2.00470 4.45903 -4.33662 -0.2 -0.1 0.0 -1.03
H 3.53861 3.91500 -3.58881 -0.3 -0.7 -0.1 -0.87
H 3.35113 4.42502 -6.48173 0.0 0.1 -0.1 0.45
H 3.27758 1.90190 -5.03268 -0.4 0.1 0.4 -0.41
H 3.80426 1.78558 -6.54410 0.2 0.8 -1.0 0.22
H 1.53092 3.14113 -7.13611 -0.3 -0.2 -0.5 0.29
H 1.18128 2.70256 -5.47129 -0.7 0.0 -0.1 -0.30
H -0.44991 0.06506 -7.30916 0.2 0.0 -0.2 0.19
H -0.27457 1.67561 -8.05235 0.3 0.0 -0.3 0.41
H -0.84339 1.47597 -6.43928 0.4 0.3 0.7 0.24
C 1.89174 3.50118 -1.06794 1.1 1.3 1.1 -0.59
O 1.70400 2.29595 -1.70613 -1.7 -1.2 -0.6 1.32
C 0.43986 2.23753 -2.37734 -0.7 0.3 -0.8 -0.40
C -0.01499 0.83158 -2.61837 0.7 0.4 1.8 -0.46
N -0.30123 0.21516 -1.26960 -0.9 -1.7 -3.2 1.74
C -0.22396 -1.27164 -1.48858 0.2 0.0 2.1 0.15
C -0.49344 -2.00941 -0.14461 0.9 0.1 -0.6 -1.32
O 0.42437 -1.67381 0.87737 0.2 0.5 0.7 1.91
C 1.79359 -2.00811 0.61349 -0.9 0.7 -0.6 -0.34
H 2.76271 3.37161 -0.42552 0.3 0.1 -0.2 -0.45
H 1.11805 3.80191 -0.36149 -0.6 -0.2 -0.2 0.06
H 2.08020 4.30661 -1.77777 0.0 0.2 0.0 -0.14
H 0.45305 2.73014 -3.34959 0.5 0.3 -0.2 -0.42
H -0.37867 2.73289 -1.85509 0.3 0.3 0.8 0.08
H 0.80018 0.38230 -3.18559 0.2 -0.8 0.2 0.22
H -0.87487 0.83059 -3.28822 -0.3 0.0 0.4 -0.44
H 0.28796 0.59420 -0.54208 0.5 -0.4 -0.1 -0.44
H 0.72351 -1.57626 -1.93310 0.5 0.1 0.2 0.84
H -0.93152 -1.71451 -2.18952 -0.6 0.9 0.0 -1.04
H -0.45679 -3.09237 -0.26279 -0.1 -0.3 -0.5 -0.21
H -1.49396 -1.77175 0.21675 0.1 0.1 0.1 -0.10
H 2.09227 -1.45408 -0.27643 0.3 -0.3 -0.4 0.07
H 1.88740 -3.08370 0.46385 0.4 0.0 0.1 -0.34
H 2.42745 -1.59185 1.39647 -0.3 -0.4 0.4 -0.25
C -7.86469 -4.68489 1.18802 1.0 -0.7 -0.5 -0.29
O -8.63873 -3.89493 0.32131 -0.5 0.2 0.5 -0.41
C -8.30933 -2.50219 0.23425 1.5 -1.6 -0.9 -0.83
C -6.89633 -2.40061 -0.52170 -2.9 0.5 0.8 0.84
N -6.44050 -1.02889 -0.37453 1.3 -0.1 -0.2 -0.31
C -5.46795 -0.67559 -1.41394 0.0 0.2 0.6 -1.46
C -4.21444 -1.48134 -1.30836 0.5 -1.6 -1.0 0.76
O -4.41287 -2.77227 -1.95421 0.5 -0.3 0.8 1.07
C -3.29262 -3.70992 -1.97885 -0.8 1.5 -1.0 -0.90
H -7.60980 -4.30661 2.17799 -0.8 0.4 0.3 0.23
H -6.87401 -4.89582 0.78533 0.4 0.2 -0.4 -0.09
H -8.28615 -5.68938 1.22657 -0.5 0.3 0.3 0.38
H -8.31198 -2.04914 1.22564 0.3 0.1 0.1 0.42
H -9.13536 -2.09523 -0.34899 0.2 0.3 -0.1 0.32
H -7.05333 -2.66067 -1.56852 -0.2 0.0 -0.2 -0.30
H -6.25713 -3.20360 -0.15464 0.4 0.7 0.4 -0.16
H -7.19867 -0.37113 -0.48690 -0.4 -0.2 0.3 0.32
H -5.11725 0.34537 -1.26311 -0.4 0.3 0.0 -0.05
H -5.94603 -0.75999 -2.38986 0.3 0.0 -0.4 0.53
H -3.91869 -1.59411 -0.26533 0.0 -0.1 0.1 0.01
H -3.41495 -0.96750 -1.84209 0.3 0.2 0.0 -0.32
H -2.92436 -4.06872 -1.01773 -0.4 0.0 0.3 0.26
H -2.47370 -3.23231 -2.51677 0.3 0.0 0.1 -0.63
H -3.64839 -4.48982 -2.65212 0.1 -0.3 0.4 0.33
C -0.71178 -5.05539 -4.35808 0.9 1.4 0.5 -0.72
O -1.50932 -3.91448 -4.75101 -0.9 -2.4 0.7 -0.28
C -0.88532 -2.69366 -4.83592 -1.0 2.2 -1.2 -0.55
C -1.94525 -1.48780 -4.87642 0.7 0.4 -0.1 0.58
N -2.70770 -1.11139 -6.09464 1.5 -0.7 0.4 -0.07
C -3.39475 -2.26665 -6.55055 -1.7 0.0 -0.9 -1.15
C -4.49607 -2.70680 -5.57864 -1.1 -2.5 0.4 0.25
O -5.56157 -1.80803 -5.17397 -0.2 0.1 -0.2 -0.31
C -6.69778 -2.50588 -4.58511 1.3 0.0 0.2 -0.75
H 0.30108 -4.98340 -4.75435 0.0 -0.1 -0.9 0.49
H -1.13989 -6.03374 -4.57641 -0.4 0.5 -0.3 0.12
H -0.46274 -5.01151 -3.29782 -0.6 0.0 0.5 0.14
H -0.30807 -2.71226 -5.76034 0.5 0.5 -0.1 0.93
H -0.25035 -2.39647 -4.00129 0.3 -0.5 0.2 0.07
H -1.38352 -0.57533 -4.67651 0.3 -0.2 0.3 -0.75
H -2.68228 -1.58739 -4.07957 0.3 -0.4 0.6 0.18
H -3.42406 -0.48807 -5.75055 0.2 0.7 -0.3 0.23
H -2.69473 -3.05300 -6.83292 -0.1 -0.4 0.9 0.37
H -3.81627 -2.10435 -7.54256 -0.5 0.6 0.0 0.49
H -4.11005 -3.16973 -4.67046 0.4 0.3 0.2 -0.23
H -5.04349 -3.54029 -6.01878 0.2 -0.3 -0.5 0.57
H -7.49647 -1.81025 -4.32765 0.2 0.2 -0.6 0.31
H -6.42101 -2.97323 -3.64008 0.4 0.0 0.1 -0.09
H -7.03400 -3.32746 -5.21761 -0.2 0.3 -0.4 0.56
C -1.48064 1.02120 10.04967 0.0 -0.5 -1.5 -0.66
O -1.86571 0.87037 8.65269 0.0 -0.4 1.0 -0.23
C -2.66548 -0.27202 8.38620 -0.7 -0.3 -1.4 -0.92
C -2.82817 -0.47582 6.83329 0.9 0.6 2.5 -0.07
N -1.51413 -0.69938 6.25200 -1.1 -0.5 -1.1 -0.36
C -1.68734 -0.60862 4.77057 0.3 -0.7 1.3 -0.89
C -0.39931 -0.77528 4.07408 0.9 0.6 0.4 0.85
O 0.50907 0.31084 4.48050 -1.2 -0.5 -0.7 -0.30
C 1.32104 0.59635 3.38587 2.0 -0.1 -0.1 0.60
H -0.56388 1.60823 9.99446 -0.2 0.2 0.4 0.12
H -1.25072 0.04752 10.48230 0.1 -0.2 0.0 0.35
H -2.26074 1.47384 10.66178 0.0 0.3 -0.2 0.27
H -3.68390 -0.19664 8.76728 -0.2 0.5 0.3 0.45
H -2.28180 -1.19730 8.81603 0.6 0.0 0.1 0.41
H -3.27339 0.44302 6.45170 -0.4 0.0 -0.2 0.37
H -3.51106 -1.31728 6.71628 0.1 0.0 -0.4 0.01
H -0.91003 0.01064 6.64062 0.2 0.3 -0.4 0.22
H -2.24340 0.28079 4.47418 0.1 0.2 -0.2 0.37
H -2.23582 -1.49403 4.44911 -0.6 0.0 0.2 0.06
H -0.52661 -0.82396 2.99264 0.0 0.5 -0.1 -0.29
H 0.05829 -1.72567 4.34877 0.1 0.0 0.3 -0.21
H 0.81119 0.82098 2.44902 -0.3 -0.2 0.0 -0.04
H 2.02446 -0.23142 3.29589 0.0 -0.4 -0.7 -0.22
H 2.00659 1.41844 3.59152 -0.3 0.5 0.3 -0.02
O -2.66810 0.42415 0.68209 -0.9 -0.4 0.0 1.51
H -1.94399 0.10491 0.14359 0.4 0.2 -0.5 -0.71
H -2.31409 1.19313 1.12882 0.6 0.7 0.5 -0.45
O 4.11788 1.37518 -2.75560 0.7 0.4 0.0 1.45
H 3.89997 0.46530 -2.95775 0.0 -0.9 -0.2 -0.12
H 3.30559 1.74543 -2.41014 -0.5 0.3 0.2 -0.42
O 2.25139 4.35594 4.02460 -0.8 0.1 -0.4 -0.39
H 3.09797 4.00495 4.30089 0.8 -0.8 0.5 0.18
H 2.42477 5.27753 3.83265 -0.2 0.6 -0.3 0.27
O -1.23766 2.51993 1.93592 -0.2 -1.0 -0.6 0.18
H -0.84864 2.72529 2.78605 0.3 0.1 1.1 0.37
H -1.27696 3.36095 1.48053 -0.2 0.8 -0.7 -0.44
O 4.98813 -4.54957 2.02803 -0.4 -0.6 0.2 -0.53
H 5.63076 -3.88697 1.77462 0.5 0.3 -0.3 0.37
H 4.53921 -4.17166 2.78426 -0.2 0.3 0.2 0.37
O -4.91171 -0.53252 2.10035 -0.1 -0.1 0.9 -0.60
H -4.13754 -0.00625 1.90054 0.5 0.1 -0.2 0.11
H -5.22811 -0.82774 1.24655 -0.7 0.0 -0.6 0.41
O 3.19100 -1.24881 -7.16775 0.3 -0.5 0.1 -0.69
H 3.65504 -0.68214 -7.78401 0.1 0.1 -0.1 0.29
H 2.45059 -0.72155 -6.86768 -0.4 0.4 0.1 0.37
O 3.68106 -1.33520 -3.13751 -0.7 0.7 -0.9 -0.38
H 4.12053 -1.78804 -2.41777 0.4 -0.6 1.1 0.19
H 3.78578 -1.91963 -3.88832 -0.1 0.1 -0.4 0.20
O -0.14963 3.04854 4.40830 -0.9 0.2 -0.1 -0.66
H 0.15040 2.14578 4.51435 -0.1 -0.6 0.4 0.04
H 0.64487 3.54357 4.20845 0.8 0.6 0.0 0.50
O 3.31703 -6.65400 1.16229 -0.5 -0.9 0.3 -0.75
H 3.18673 -5.92349 0.55763 0.4 0.3 -0.2 0.28
H 4.08777 -6.40769 1.67368 0.2 0.3 0.1 0.32
O -4.86527 0.75131 -5.13439 0.5 1.1 0.2 -0.63
H -5.47537 0.74849 -5.87196 -0.2 -0.1 -0.1 0.30
H -4.91939 -0.13413 -4.77480 -0.6 -0.6 0.2 0.27
C 5.81464 -1.39325 5.52792 1.0 0.7 0.1 -1.42
C 4.67218 -1.11342 4.56269 1.1 -0.9 1.7 0.63
O 4.24010 -2.39872 4.15740 -0.7 -0.2 -1.6 -0.19
H 6.23637 -0.48400 5.95629 -0.2 0.2 0.3 0.33
H 6.67645 -1.83437 5.02711 -0.2 -0.2 -0.3 0.19
H 5.54640 -2.07521 6.33481 -0.3 0.1 0.1 0.48
H 5.05029 -0.52046 3.72991 -0.5 -0.3 -0.2 -0.12
H 3.90865 -0.57749 5.12653 -0.4 0.2 -0.3 -0.09
H 3.97158 -2.95488 4.89237 0.0 0.4 0.3 0.23
C -5.11552 -3.18746 4.52383 -0.7 -0.4 -1.0 -0.05
C -6.25920 -2.18004 4.47553 0.1 0.9 0.8 -0.20
O -5.79330 -0.85834 4.76271 -0.3 -0.4 0.3 -0.56
H -5.53998 -4.14185 4.21225 0.1 -0.4 0.2 0.24
H -4.62285 -3.31948 5.48713 -0.3 0.3 0.1 0.26
H -4.35482 -2.96839 3.77454 0.0 0.3 0.0 -0.23
H -7.05782 -2.41521 5.17909 0.2 -0.2 0.5 0.41
H -6.82568 -2.07959 3.54973 0.4 -0.7 -0.6 -0.21
H -5.56167 -0.55350 3.88235 0.5 0.6 -0.3 0.36
C 5.00581 7.02764 2.58191 -0.8 -0.2 -0.9 -0.77
C 4.08378 7.26882 3.76765 0.6 -0.2 0.4 -0.43
O 2.67706 7.07855 3.45511 1.2 0.2 -0.1 -0.46
H 4.99225 7.91075 1.94313 0.4 0.0 -0.1 0.41
H 4.66434 6.21057 1.94638 -0.6 -0.1 0.0 -0.11
H 6.01776 6.67737 2.78532 0.1 0.7 0.6 0.45
H 4.26980 8.27036 4.15548 -0.3 0.2 -0.2 0.44
H 4.40594 6.62270 4.58426 -0.4 -0.4 0.2 0.13
H 2.19327 7.41101 4.21472 -0.2 0.1 0.1 0.24
C 6.05964 4.57191 -1.41953 0.3 -1.1 0.4 0.58
C 6.84466 5.46828 -0.46185 0.2 0.5 -1.1 -0.04
O 7.27706 6.66300 -1.16187 -0.8 0.3 0.7 -0.58
H 5.85245 3.61030 -0.94999 0.1 -0.3 0.3 -0.38
H 6.61517 4.29780 -2.31639 0.1 0.3 0.0 0.26
H 5.05777 4.86995 -1.72862 0.1 0.8 0.1 -0.31
H 7.72669 5.01804 -0.00643 0.1 -0.6 -0.3 0.45
H 6.24459 5.74087 0.40631 -0.2 0.5 -0.3 -0.29
H 8.11652 6.56356 -1.61686 0.0 -0.5 0.1 0.32
C 7.33085 0.37791 -4.47433 -0.2 0.0 0.7 -0.88
C 7.09229 1.80217 -4.90031 0.6 0.7 -0.8 -0.32
O 6.35954 2.57544 -3.95398 0.9 -0.3 -0.7 -0.42
H 7.67115 0.46479 -3.44246 0.1 -0.4 0.2 0.21
H 8.08176 -0.18011 -5.03366 0.0 0.3 -0.2 0.51
H 6.40559 -0.19783 -4.49668 -0.1 -0.1 0.1 0.05
H 6.71370 1.86629 -5.92044 -1.0 -0.2 0.0 0.21
H 8.04413 2.29998 -5.08544 0.3 0.2 0.7 0.40
H 5.69729 2.01672 -3.54064 -0.7 -0.2 0.2 -0.08
```
Forces are in eV/Å.

* LUMO energy: 0.260 eV
* gap between HOMO and LUMO: 7.960 eV
* total charge: 0